[1]
The following is a quantum chemistry calculation of one molecule with the formula C3H5N3 in a non-equilibrium geometry, from the Open Molecules 2025 dataset.

Each line ends with the Löwdin charge.
Atoms and positions in Å:
C (1.0446, -0.1219, 1.2565)  -0.020
N (0.2850, 0.1363, 0.0511)  -0.243
C (-0.7512, -0.6403, -0.3609)  -0.093
C (-1.3761, 0.1530, -1.3048)  -0.146
N (-0.6652, 1.2993, -1.4315)  -0.009
N (0.3468, 1.2783, -0.6065)  0.026
H (2.0838, 0.1474, 1.0910)  0.087
H (0.6092, 0.4781, 2.0595)  0.094
H (0.9536, -1.1781, 1.5335)  0.091
H (-0.2296, -1.5764, -0.4321)  0.120
H (-2.3009, 0.0244, -1.8558)  0.093

Cartesian forces (eV/Å) of the 2 atoms listed first:
0.2 0.1 0.0
0.1 0.7 -0.1

The total charge is 0. The max |F| is 0.04810 hartree/bohr. The energy relative to the best compared isomer or geometry (same formula, charge and spin) is 53.29 kcal per mole. The frontier orbital gap is 10.6 eV.


[2]
The following is a quantum chemistry calculation of one molecule with the formula C3H5N3, from the Open Molecules 2025 dataset.

Each line ends with the Löwdin charge.
Atoms and positions in Å:
N (-1.8190, 0.1994, -0.8465)  0.077
C (-0.5376, -0.0540, -0.3250)  -0.521
C (-0.2470, -0.9762, 0.7600)  -0.032
N (1.0519, -0.5725, 1.0187)  -0.016
C (1.4367, 0.4918, 0.2377)  -0.199
N (0.5172, 0.8642, -0.5860)  0.103
H (-1.8016, 1.0156, -1.4440)  0.081
H (-2.5086, 0.3074, -0.1157)  0.081
H (-0.1695, -1.1614, -0.6809)  0.179
H (1.6545, -1.0535, 1.6692)  0.126
H (2.4230, 0.9393, 0.3125)  0.122

Cartesian forces (eV/Å) of the 2 atoms listed first:
0.0 0.1 0.0
-0.2 0.1 0.1

The total charge is 0. The max |F| is 0.00751 hartree/bohr. The energy relative to the best compared isomer or geometry (same formula, charge and spin) is 62.38 kcal per mole. The frontier orbital gap is 10.0 eV.


[3]
The following is a quantum chemistry calculation of one molecule with the formula C3H5N3 in a non-equilibrium geometry, from the Open Molecules 2025 dataset.

Each line ends with the Löwdin charge.
Atoms and positions in Å:
C (-1.8098, -0.4421, 0.0064)  -0.099
N (-0.4090, -0.1956, -0.2864)  -0.144
N (0.1512, 0.9767, -0.0831)  0.004
C (1.4519, 1.0873, -0.0426)  -0.180
C (2.2841, -0.0475, -0.0541)  -0.246
N (2.8951, -1.0339, -0.0554)  0.151
H (-1.9901, -1.4966, 0.1689)  0.070
H (-2.1108, 0.0796, 0.9708)  0.092
H (-2.4637, -0.0316, -0.8223)  0.092
H (0.1725, -1.0166, 0.1005)  0.148
H (1.8286, 2.1204, 0.0972)  0.111

Cartesian forces (eV/Å) of the 2 atoms listed first:
-1.3 2.3 0.5
1.6 -3.1 1.3

The total charge is 0. The max |F| is 0.07346 hartree/bohr. The energy relative to the best compared isomer or geometry (same formula, charge and spin) is 49.63 kcal per mole. The frontier orbital gap is 9.5 eV.


[4]
The following is a quantum chemistry calculation of a 2-piece molecular cluster, C3H5N3 overall in a non-equilibrium geometry, from the Open Molecules 2025 dataset.

Each line ends with the Löwdin charge.
Atoms and positions in Å:
C (0.4391, -0.6409, -1.5545)  -0.100
N (-0.5593, -0.8332, -0.5320)  0.055
C (-0.5147, -0.7987, 0.6703)  -0.335
N (-0.6261, -0.6649, 1.8997)  0.102
H (0.1415, -1.1950, -2.4454)  0.073
H (0.4952, 0.4172, -1.8236)  0.070
H (1.4191, -0.9792, -1.2105)  0.083
H (-0.4558, -1.5504, 2.3603)  0.066
C (-0.0581, 2.1304, 0.9051)  -0.095
N (0.3373, 2.7332, 0.0006)  0.057
H (-0.4326, 1.5512, 1.7316)  0.025

Cartesian forces (eV/Å) of the 2 atoms listed first:
0.2 0.1 -0.2
-0.2 0.0 0.6

The total charge is 0. The max |F| is 0.02735 hartree/bohr. The energy relative to the best compared isomer or geometry (same formula, charge and spin) is 38.81 kcal per mole. The frontier orbital gap is 11.0 eV.